Entry from the Open Molecules 2025 dataset: a molecular structure, C40H52Cl68N2O5SSi2 in a non-equilibrium geometry (ωB97M-V with the def2-TZVPD basis set).

Geometry as XYZ:
```
170
Properties=species:S:1:pos:R:3:forces:R:3:mulliken_charge:R:1
C -2.52449 4.91929 4.27891 0.093 0.031 -0.165 -0.970
C -2.13216 4.36604 3.12431 0.492 0.084 -0.064 -0.207
Si -0.72684 3.12986 3.00713 0.826 2.050 -0.432 0.874
S -0.37473 2.17928 4.89188 0.284 -0.374 0.246 -0.268
C 0.85674 4.06240 2.60203 -0.114 -1.637 0.008 -0.761
C 2.04378 3.06787 2.54568 -0.265 0.741 -0.233 -0.635
C 3.08246 3.53016 1.52844 -0.081 -1.205 0.472 -0.734
C 4.27172 2.56675 1.40224 0.289 1.120 -0.111 -0.603
C 5.50669 3.08039 2.14668 -0.111 -0.825 -0.342 -0.477
C 6.74157 2.29126 1.71278 0.109 0.236 0.439 -0.211
C 6.84209 0.92976 2.42007 -0.779 0.111 -0.544 1.122
C 6.57541 -0.27920 1.50007 0.470 -0.033 0.457 -0.582
C 7.69018 -1.32824 1.46298 -0.239 0.243 -0.284 -0.235
O 8.54788 -1.12763 0.35384 0.189 -0.203 0.098 -0.314
C 8.05786 -1.67451 -0.84885 0.153 0.060 -0.177 -0.856
O -0.93351 2.07880 1.73415 -0.752 -0.151 1.153 -0.091
Si -2.01542 0.81139 1.87008 0.168 -0.407 -0.683 -0.654
N -1.07372 -0.63386 2.07928 -0.077 0.545 -0.205 -0.678
C -2.94744 0.72321 0.21528 0.294 0.432 0.359 -0.045
O -3.01139 -0.62493 -0.22838 0.030 0.005 0.197 -0.172
C -3.08945 -0.78033 -1.61577 -0.471 -0.219 -0.385 -0.696
C -4.52145 -0.79476 -2.18727 -0.387 0.030 0.047 -0.053
O -5.48177 -0.10419 -1.40990 0.174 0.107 0.192 -0.405
C -5.91119 1.12196 -1.98496 0.068 -0.105 0.606 -0.628
C -6.48732 2.00670 -0.89133 0.181 -0.020 -0.284 0.817
O -5.75369 3.21720 -0.84842 -0.058 0.011 0.028 -0.451
C -6.21462 4.04776 0.19679 0.044 -0.295 0.485 -0.501
C -5.72014 3.60055 1.56864 0.027 0.393 -0.020 -0.563
N -3.20327 1.01856 3.13215 0.468 -0.830 -0.375 0.402
C -3.24449 -0.08008 4.12298 -0.619 0.102 0.675 -0.564
C -4.53831 -0.01366 4.93956 0.581 0.070 -0.162 -1.168
C -4.50443 1.06482 6.01076 -0.696 0.896 -0.414 -0.237
C -4.99403 2.42539 5.43642 -0.038 -0.749 0.493 0.094
H -1.78409 5.28632 4.97746 -0.019 -1.129 0.964 0.317
H -3.56995 5.04131 4.52555 -0.177 1.266 -0.395 0.249
H -2.65990 4.67498 2.22814 -1.013 -1.202 -0.111 0.517
H -1.40334 2.61625 5.63125 -0.209 0.101 -0.369 -0.085
H 0.70013 4.41373 1.58472 -0.061 0.476 -0.109 0.410
H 1.01386 4.88060 3.29293 0.051 0.300 0.012 0.288
H 2.48209 2.93632 3.53155 0.110 -0.033 0.190 0.331
H 1.66207 2.10032 2.22566 0.079 -0.296 -0.020 0.278
H 3.42771 4.51358 1.82125 0.085 0.349 -0.223 0.011
H 2.58417 3.56812 0.56613 -0.153 0.355 -0.212 0.524
H 4.54888 2.53562 0.35022 0.031 -0.253 -0.199 0.505
H 4.02590 1.55699 1.71720 -0.161 -0.217 0.031 0.212
H 5.35780 2.93196 3.21514 0.040 0.307 0.268 0.240
H 5.63031 4.13931 1.95272 -0.035 0.064 -0.117 0.362
H 6.69280 2.16292 0.63538 0.108 -0.064 -0.255 0.543
H 7.63060 2.88637 1.89714 0.269 0.064 0.131 -0.477
H 6.04808 0.92743 3.16229 0.039 -0.055 0.394 0.400
H 7.77180 0.85131 2.96356 0.226 -0.201 -0.084 -1.142
H 5.64732 -0.75935 1.79312 -0.213 -0.099 0.069 0.424
H 6.43627 0.07317 0.48443 -0.104 -0.009 -0.276 0.323
H 7.24470 -2.32163 1.42160 0.064 -0.293 -0.065 0.394
H 8.32624 -1.29159 2.33918 0.022 0.088 0.186 -0.200
H 8.78598 -2.37397 -1.25249 0.189 -0.095 -0.067 0.207
H 7.89362 -0.89404 -1.58844 -0.045 0.164 -0.106 0.273
H 7.12522 -2.21546 -0.71385 -0.219 -0.056 0.111 0.424
H -0.15660 -0.48413 1.67584 0.174 -0.129 0.130 0.244
H -1.48982 -1.40608 1.57152 -0.032 -0.143 0.083 0.264
H -3.92850 1.18926 0.31041 -0.329 -0.110 -0.170 -0.334
H -2.40489 1.33484 -0.50765 0.162 0.069 -0.176 0.583
H -2.49356 -0.04604 -2.15819 0.183 0.329 0.236 0.385
H -2.66307 -1.75272 -1.84480 0.182 -0.155 -0.053 0.398
H -4.50162 -0.35984 -3.18513 0.086 -0.116 -0.296 0.381
H -4.87794 -1.81707 -2.27884 0.002 -0.121 0.029 -0.025
H -5.04848 1.63590 -2.40130 -0.010 0.222 -0.318 0.430
H -6.66952 0.91872 -2.73905 0.033 0.004 -0.354 0.294
H -7.53282 2.24608 -1.07547 -0.125 -0.054 0.039 -0.684
H -6.41421 1.45198 0.04389 0.000 -0.030 0.237 0.222
H -5.87321 5.05414 -0.00260 0.167 0.183 -0.242 0.435
H -7.30494 4.05587 0.22892 -0.222 0.146 -0.273 0.160
H -5.62067 4.47708 2.20119 -0.087 0.115 0.271 0.548
H -6.39135 2.90810 2.06433 -0.057 -0.225 0.046 0.354
H -4.72922 3.17124 1.49982 0.265 -0.206 -0.063 -0.250
H -4.09574 0.93273 2.65558 -0.169 0.478 -0.074 -0.011
H -2.42067 -0.01338 4.82400 0.396 0.091 -0.138 0.381
H -3.19826 -1.05786 3.65742 0.159 -0.277 -0.238 0.465
H -4.72692 -0.98773 5.37595 -0.004 -0.274 0.122 0.358
H -5.34066 0.18357 4.22882 -0.409 -0.061 0.067 0.435
H -3.50883 1.19733 6.41967 0.261 -0.288 0.035 0.215
H -5.16396 0.79171 6.82881 0.018 -0.091 0.291 0.366
H -6.05028 2.53751 5.66145 -0.263 0.108 -0.133 0.251
H -4.85011 2.39727 4.36838 0.068 0.413 -0.308 -0.256
H -4.47935 3.27253 5.87435 0.059 0.103 -0.109 -0.077
C 12.84938 -0.77760 -1.39921 -0.094 0.056 0.015 0.221
Cl 11.48914 0.27251 -1.00205 -0.040 -0.043 0.027 0.007
Cl 12.26062 -2.24714 -2.18706 0.181 0.359 0.168 -0.013
Cl 13.95275 0.06569 -2.49178 0.013 -0.005 0.002 -0.108
Cl 13.70794 -1.21202 0.08333 0.014 -0.010 0.030 -0.107
C -4.13005 -4.86622 -3.82506 -0.022 -0.041 0.001 0.345
Cl -3.44944 -3.69572 -4.96434 0.008 0.029 -0.019 -0.121
Cl -3.37566 -6.43785 -4.08235 -0.058 0.021 0.342 -0.086
Cl -3.82610 -4.31693 -2.17524 0.034 -0.157 0.053 -0.077
Cl -5.87046 -4.99791 -4.09032 -0.010 0.017 -0.009 -0.097
C -7.18104 -4.76390 3.86088 0.014 -0.008 -0.029 0.304
Cl -8.10484 -3.53630 4.74068 0.063 -0.316 -0.144 -0.061
Cl -8.29267 -5.96568 3.20091 -0.022 -0.020 0.011 -0.104
Cl -6.29410 -4.00163 2.53970 0.017 0.051 0.013 -0.037
Cl -6.04800 -5.54808 4.96316 0.004 0.012 0.005 -0.101
C 10.45965 0.16961 4.54674 -0.014 0.048 -0.001 0.231
Cl 11.38867 -0.58921 3.25030 -0.039 -0.021 -0.036 -0.038
Cl 9.96840 1.78504 4.03090 0.106 0.113 0.051 -0.048
Cl 9.02244 -0.79927 4.90008 -0.016 0.293 0.176 -0.098
Cl 11.45235 0.28399 6.00201 0.013 0.004 -0.010 -0.104
C -9.49137 0.57681 6.53235 -0.172 0.066 0.026 0.242
Cl -8.58338 1.16649 7.93389 0.079 -0.148 -0.149 -0.067
Cl -11.15894 0.27064 7.02572 -0.072 0.005 0.008 -0.107
Cl -9.47250 1.80322 5.26051 0.055 0.011 0.008 -0.078
Cl -8.79714 -0.92133 5.90627 0.124 0.398 0.213 -0.020
C 5.13441 7.27339 3.67045 0.000 0.016 0.061 0.233
Cl 4.80445 8.34909 2.31091 -0.006 -0.009 -0.012 -0.119
Cl 6.45924 6.18256 3.24274 -0.364 0.291 0.373 -0.033
Cl 5.59012 8.22818 5.08391 0.005 0.001 -0.004 -0.104
Cl 3.69074 6.32611 4.04016 0.009 -0.005 0.017 -0.048
C -10.96634 2.57526 -1.10308 -0.042 0.006 -0.022 0.258
Cl -9.84123 2.02188 -2.34984 -0.113 -0.008 -0.058 -0.102
Cl -11.65690 4.12748 -1.58222 0.011 -0.001 0.000 -0.103
Cl -12.25513 1.38654 -0.90034 0.231 0.151 0.007 -0.017
Cl -10.10468 2.76180 0.42983 0.008 -0.003 0.023 -0.069
C -4.20409 4.03699 9.18897 -0.031 0.120 0.125 0.204
Cl -5.82706 3.37823 8.92154 0.219 -0.095 -0.151 -0.051
Cl -4.27968 5.79231 9.01519 0.028 0.075 -0.015 -0.105
Cl -3.67440 3.62734 10.82178 -0.010 -0.016 0.047 -0.105
Cl -3.03345 3.39399 8.03265 -0.035 0.022 0.204 -0.012
C 10.10605 5.35201 0.53372 0.153 -0.086 0.069 0.211
Cl 8.87367 5.57120 1.78368 0.394 -0.026 -0.334 -0.039
Cl 10.17439 3.65951 0.04131 -0.090 -0.021 -0.007 -0.022
Cl 9.69576 6.35746 -0.86896 -0.157 -0.250 0.061 -0.131
Cl 11.67870 5.82022 1.18691 -0.070 -0.284 0.123 -0.072
C 13.05924 -5.57995 -4.51385 0.051 0.020 -0.007 0.350
Cl 13.01800 -4.94361 -6.15955 -0.003 0.003 -0.005 -0.095
Cl 14.62206 -5.21684 -3.77874 0.004 0.008 0.006 -0.093
Cl 11.77773 -4.82357 -3.56025 -0.185 -0.400 -0.174 -0.080
Cl 12.81194 -7.32710 -4.54850 -0.005 0.000 0.002 -0.097
C -1.86007 -7.93667 -7.81555 0.006 0.031 -0.043 0.243
Cl -2.11633 -8.15586 -9.54813 0.119 -0.020 0.099 -0.052
Cl -2.32434 -9.41425 -6.96233 -0.013 -0.014 0.020 -0.100
Cl -0.15602 -7.58850 -7.50564 0.008 -0.013 0.005 -0.106
Cl -2.84733 -6.59571 -7.23606 0.199 0.058 -0.260 0.021
C 13.28219 9.33917 -0.02332 -0.049 0.047 -0.011 0.308
Cl 11.72375 8.58092 -0.35005 0.223 0.522 -0.167 -0.011
Cl 13.19797 11.06685 -0.38524 0.009 0.000 0.009 -0.107
Cl 13.69444 9.11503 1.68148 0.006 -0.010 0.016 -0.105
Cl 14.52240 8.58670 -1.03083 0.012 -0.009 -0.002 -0.101
C -14.31476 -1.84163 0.91593 0.042 -0.011 0.048 0.366
Cl -13.82610 -1.01164 2.39542 0.008 0.007 0.000 -0.081
Cl -15.87807 -2.62206 1.16242 -0.001 0.006 -0.005 -0.101
Cl -14.44616 -0.66457 -0.39699 -0.260 -0.168 -0.022 -0.098
Cl -13.10608 -3.05613 0.49402 0.007 0.000 -0.004 -0.091
C -5.95675 -6.95134 -9.95253 0.044 -0.028 0.038 0.331
Cl -5.75517 -7.91134 -8.48350 -0.109 -0.059 -0.060 -0.071
Cl -4.94992 -7.61464 -11.23948 -0.114 0.035 -0.056 -0.039
Cl -7.65183 -6.99402 -10.45308 -0.021 0.007 -0.008 -0.113
Cl -5.48003 -5.28057 -9.63449 -0.001 0.012 0.005 -0.093
C -5.91122 -8.10171 -15.38395 -0.062 -0.032 0.043 0.297
Cl -7.02648 -8.12437 -14.01683 -0.052 0.013 -0.050 -0.079
Cl -5.74817 -9.73657 -16.02919 -0.006 0.013 -0.004 -0.062
Cl -6.54760 -7.02050 -16.63489 -0.030 -0.017 0.073 -0.100
Cl -4.33325 -7.51605 -14.84621 0.010 0.005 -0.020 -0.068
C 9.81837 -5.32174 4.55928 0.056 0.010 -0.017 0.277
Cl 8.50380 -5.72802 3.45050 -0.014 -0.005 -0.011 -0.106
Cl 11.20238 -6.37286 4.24030 -0.004 -0.005 0.000 -0.108
Cl 10.28239 -3.63609 4.32196 0.061 -0.332 -0.059 0.014
Cl 9.27550 -5.55359 6.22446 -0.006 -0.004 0.009 -0.108
C -2.66933 -8.73300 -19.20885 0.001 0.011 0.008 0.324
Cl -4.01965 -7.83985 -18.50793 0.083 0.017 -0.124 -0.018
Cl -3.28185 -10.16307 -20.04550 -0.002 -0.011 -0.003 -0.103
Cl -1.80700 -7.70327 -20.35579 0.004 -0.003 -0.001 -0.100
Cl -1.56841 -9.23225 -17.92049 0.007 -0.006 0.014 -0.101
```
Positions in Å, forces in eV/Å.

## Properties
Highest occupied orbital energy, eV: -8.5
DFT total energy, hartree: -34311.087616